{"formula": "C9H8BrF2NOS", "method": "ωB97M-V with the def2-TZVPD basis set", "species": ["C", "C", "C", "C", "C", "C", "C", "C", "C", "N", "O", "F", "F", "S", "Br", "H", "H", "H", "H", "H", "H", "H", "H"], "coordinates": [[2.21229, -2.14557, -1.16127], [1.41503, -1.14290, -1.61955], [2.25062, -2.47156, 0.20065], [0.67458, -0.39277, -0.75207], [1.52509, -1.73629, 1.09788], [0.80533, -0.68682, 0.64108], [-0.01890, 2.43147, 0.39388], [-1.01901, 3.42612, -0.09275], [-3.10054, -1.12203, 0.57178], [-0.58855, 1.47654, 1.20519], [1.18570, 2.48834, 0.22328], [-2.82149, -2.35755, 0.12883], [-4.38120, -1.07622, 0.99498], [0.02409, 0.24617, 1.91479], [-2.91301, 0.35657, -0.56544], [2.68683, -2.58319, -2.00648], [1.45395, -1.05854, -2.76581], [2.77417, -3.22576, 0.55136], [-0.04860, 0.45059, -0.80271], [1.53769, -1.90918, 2.14720], [-0.95798, 4.22163, 0.62144], [-0.76429, 3.83048, -1.00338], [-1.93182, 2.98047, 0.07714]], "atomic_forces_ev_per_a": [[0.005, -0.425, 0.974], [-0.644, 0.976, -2.729], [-1.614, 2.485, -2.445], [-1.155, 1.235, 3.060], [0.500, -0.239, -0.124], [-0.722, 0.844, -1.359], [1.212, -0.166, 0.209], [1.618, -0.350, 2.049], [-1.345, -0.607, 0.046], [-0.898, 0.936, 0.592], [-0.293, 0.223, -0.209], [-0.089, 1.246, 0.160], [0.834, -0.663, 0.309], [0.149, -0.473, -0.591], [0.395, -0.073, -0.634], [0.994, -1.213, 0.304], [-0.575, 0.512, 1.955], [2.665, -3.638, 1.364], [0.856, -0.831, -1.469], [0.235, -0.469, 0.724], [0.038, 0.711, 0.535], [0.184, 0.576, -2.267], [-2.350, -0.596, -0.455]], "mulliken_charge": [-0.31, -0.69, -0.81, -0.10, -0.56, 0.88, 0.78, -1.22, 0.38, -0.21, -0.56, -0.16, -0.17, 0.08, -0.05, 0.36, 0.22, 0.54, 0.14, 0.41, 0.33, 0.35, 0.35], "multiplicity": 1, "fmax_ev_per_a": 4.71, "homo_energy_ev": [-8.32, -9.38], "lumo_energy_ev": [-1.1187, -1.6771], "gap_ev": [7.2, 7.7]}

***

{"formula": "C3H9N3O", "method": "ωB97M-V with the def2-TZVPD basis set", "species": ["N", "C", "C", "N", "C", "N", "O", "H", "H", "H", "H", "H", "H", "H", "H", "H"], "coordinates": [[-0.81767, 1.62971, -0.73680], [-1.44543, 0.38441, -0.36674], [-0.71093, -0.27563, 0.83261], [0.23812, -1.32601, 0.55925], [1.55134, -1.10427, 0.21472], [1.81270, 0.13380, -0.38121], [2.43396, -1.89610, 0.49376], [-0.38270, 2.11519, 0.02255], [-0.98535, 2.16419, -1.56530], [-1.40435, -0.35655, -1.16909], [-2.50158, 0.50211, -0.11243], [-0.26822, 0.46777, 1.50860], [-1.56828, -0.71958, 1.34243], [0.15849, -2.08730, 1.20554], [2.74610, 0.01111, -0.74786], [1.14380, 0.35716, -1.10003]], "atomic_forces_ev_per_a": [[0.730, -0.327, 0.102], [0.575, -0.033, -0.164], [-1.226, 0.558, -0.052], [-0.073, -0.073, -0.227], [0.072, 0.251, 0.682], [0.353, -1.198, -0.007], [-0.175, 0.055, -0.199], [-0.012, 0.298, -0.049], [-0.453, -0.160, -0.020], [-0.021, 0.140, -0.199], [-0.086, 0.040, 0.162], [-0.184, 0.147, -0.178], [0.461, -0.311, 0.432], [0.125, -0.397, -0.029], [0.157, 0.500, -0.196], [-0.241, 0.512, -0.058]], "mulliken_charge": [-0.42, -0.60, -0.48, -0.22, 0.40, -0.45, -0.64, 0.17, 0.15, 0.28, 0.33, 0.31, 0.38, 0.25, 0.31, 0.22], "multiplicity": 1, "relative_energy_ev": 0.380, "fmax_ev_per_a": 1.35, "homo_energy_ev": -9.05, "lumo_energy_ev": 0.9223, "gap_ev": 10.0}

***

{"formula": "C18H53ClN5O4", "method": "ωB97M-V with the def2-TZVPD basis set", "species": ["N", "H", "H", "H", "H", "N", "H", "H", "H", "H", "Cl", "O", "O", "O", "O", "C", "C", "N", "C", "C", "C", "C", "H", "H", "H", "H", "H", "H", "H", "H", "H", "H", "H", "H", "H", "H", "H", "C", "C", "N", "C", "C", "C", "C", "H", "H", "H", "H", "H", "H", "H", "H", "H", "H", "H", "H", "H", "H", "H", "C", "C", "N", "C", "C", "C", "C", "H", "H", "H", "H", "H", "H", "H", "H", "H", "H", "H", "H", "H", "H", "H"], "coordinates": [[10.54837, -5.17888, 18.03776], [9.92815, -5.87807, 18.44883], [10.21269, -4.27276, 18.37603], [10.62752, -5.19310, 17.00469], [11.44402, -5.25559, 18.55255], [15.02537, -3.73334, 19.79937], [15.43182, -3.30415, 20.63171], [14.67539, -4.66531, 20.06931], [15.68460, -3.79218, 18.96967], [14.14208, -3.26333, 19.59767], [13.57171, -7.16456, 19.27961], [13.25391, -7.18553, 17.86847], [13.26465, -8.38065, 19.93847], [14.92790, -6.73854, 19.46381], [12.68302, -6.16798, 19.88635], [15.72910, -5.73569, 22.93740], [14.21370, -5.62589, 22.91146], [13.53594, -5.48044, 24.18227], [12.11271, -5.12877, 24.09642], [11.86072, -4.01004, 23.06806], [13.66094, -6.73870, 24.91735], [13.05096, -6.69932, 26.30719], [16.17125, -4.88058, 23.45292], [16.24324, -5.89908, 21.98658], [16.04219, -6.65322, 23.44870], [14.06863, -4.70626, 22.32724], [13.82414, -6.41353, 22.25490], [11.45515, -5.99397, 23.93155], [11.75254, -4.78875, 25.06837], [10.82036, -3.68917, 23.06172], [12.47821, -3.15052, 23.32627], [12.11952, -4.43487, 22.09727], [14.72340, -6.94466, 25.08509], [13.33760, -7.62910, 24.35533], [13.48502, -7.38996, 27.02634], [11.96171, -6.80022, 26.33020], [13.15259, -5.70328, 26.75312], [18.45116, -3.53848, 18.56398], [17.66551, -4.57881, 17.75055], [16.31487, -4.14030, 17.31508], [15.62306, -5.18547, 16.57140], [16.15272, -5.43604, 15.13838], [16.30023, -2.81844, 16.68567], [14.93057, -2.32181, 16.25014], [19.46393, -3.84932, 18.81552], [17.95139, -3.51310, 19.53928], [18.52539, -2.55911, 18.10677], [18.23376, -4.84207, 16.85110], [17.48972, -5.48716, 18.32661], [15.68908, -6.11630, 17.13068], [14.54630, -5.05141, 16.43747], [15.76249, -4.79085, 14.35202], [17.23708, -5.51646, 15.13105], [15.74927, -6.41838, 14.87443], [16.83713, -2.97926, 15.73189], [16.85555, -2.04413, 17.20171], [15.00734, -1.27979, 15.94378], [14.28331, -2.22225, 17.13743], [14.43892, -3.00412, 15.56558], [11.39896, -2.59770, 15.57522], [11.66586, -3.95441, 14.95226], [10.55168, -4.92174, 15.03181], [9.48736, -4.51862, 14.09158], [8.13937, -5.14879, 14.43426], [11.03096, -6.31050, 14.87008], [11.47423, -6.70263, 13.44926], [11.28786, -2.68019, 16.65916], [10.51288, -2.07962, 15.20522], [12.22120, -1.92426, 15.33577], [11.95238, -3.89079, 13.89438], [12.57095, -4.36201, 15.41509], [9.50565, -3.43143, 14.05876], [9.80374, -4.81263, 13.08387], [7.52310, -5.15035, 13.53490], [8.22790, -6.17805, 14.77699], [7.60441, -4.57185, 15.18863], [10.27799, -7.03540, 15.18564], [11.86339, -6.36578, 15.57878], [10.58618, -6.89858, 12.85366], [12.04164, -7.63303, 13.48880], [12.14955, -5.94729, 13.05168]], "atomic_forces_ev_per_a": [[0.297, 0.751, 1.793], [0.085, -0.234, -0.429], [-0.368, -0.024, -0.580], [-0.347, 0.070, -0.641], [0.365, -0.877, -0.284], [-1.024, -0.205, 1.226], [0.085, -0.020, -0.111], [0.609, -0.475, -0.162], [-0.246, -0.313, -0.855], [0.392, 0.440, -0.352], [-1.674, -0.086, -0.183], [0.206, -0.232, 0.007], [0.713, -0.522, -0.347], [0.643, 0.184, 0.224], [-0.229, 1.547, -0.013], [0.616, -0.948, 1.143], [0.270, 0.910, -1.735], [-0.121, -0.817, 0.294], [-0.370, 0.722, -0.175], [0.001, -0.836, 0.416], [1.095, -0.425, 0.929], [-0.936, 0.945, 0.490], [0.057, -0.078, 0.029], [-0.612, 0.448, -0.421], [-0.009, 0.257, 0.338], [-0.395, -0.015, 0.199], [-0.275, -0.299, 0.265], [0.219, -0.204, -0.616], [0.422, 0.196, 0.149], [-0.051, -0.107, 0.064], [0.116, 0.045, -0.215], [-0.146, 0.462, -0.218], [0.004, 0.272, -0.158], [-0.474, 0.245, -0.193], [0.043, -0.255, -0.291], [0.062, -0.508, -0.219], [0.513, 0.000, -0.142], [-0.678, -0.791, 0.651], [0.237, 0.241, -1.023], [-0.444, 1.101, 2.192], [0.130, -0.386, -1.199], [-0.418, -0.882, 0.454], [0.366, -0.850, -2.427], [-0.210, 0.235, 1.847], [-0.008, -0.319, -0.352], [0.074, 0.668, 0.035], [-0.105, 0.045, 0.030], [0.173, -0.123, 0.110], [0.276, -0.043, 0.062], [0.220, 0.083, 0.149], [-0.007, 0.571, 0.591], [0.281, 0.469, 0.229], [0.002, 0.133, -0.331], [0.238, -0.067, -0.073], [0.274, 0.487, 0.066], [-0.155, -0.210, 0.502], [0.037, -0.223, -0.733], [-0.118, -0.296, -0.068], [0.056, 0.322, -0.356], [-0.229, 0.212, -0.231], [0.174, -0.517, -0.717], [0.070, 0.341, 1.040], [0.539, -0.659, 0.056], [-0.016, 0.605, -0.345], [0.402, 0.123, -0.277], [0.112, -0.149, 0.904], [0.130, 0.087, 0.035], [-0.083, -0.256, -0.053], [0.134, -0.056, 0.242], [0.016, 0.546, -0.041], [-0.226, -0.273, 0.242], [-0.575, -0.020, 0.165], [-0.118, -0.083, -0.051], [-0.114, -0.062, 0.077], [0.124, -0.016, -0.041], [0.056, -0.050, 0.105], [-0.131, 0.222, 0.190], [0.066, -0.434, -0.129], [0.205, 0.273, -0.416], [-0.051, -0.029, 0.077], [-0.244, 0.020, -0.416]], "mulliken_charge": [-0.14, 0.44, 0.47, 0.21, 0.15, 0.09, 0.49, -0.10, -0.04, 0.39, 1.76, -0.64, -0.68, -0.61, -0.75, -1.60, 0.07, 0.03, -0.49, -0.99, -0.25, -1.44, 0.40, 0.34, 0.41, -0.16, 0.35, 0.39, 0.46, 0.44, 0.29, -0.01, 0.33, 0.35, 0.40, 0.32, 0.38, -1.13, -0.65, 0.68, -0.40, -1.52, -0.80, -1.00, 0.42, 0.25, 0.31, 0.47, 0.32, 0.48, -0.18, 0.31, 0.30, 0.51, 0.43, 0.47, 0.43, 0.26, -0.01, -1.14, 0.13, 0.13, -0.53, -1.28, -0.25, -1.48, 0.19, 0.38, 0.36, 0.43, -0.37, 0.41, 0.36, 0.38, 0.29, 0.31, 0.45, 0.12, 0.37, 0.47, 0.29], "multiplicity": 1, "total_charge": 1, "fmax_ev_per_a": 2.60, "homo_energy_ev": -10.54, "lumo_energy_ev": -3.0207, "gap_ev": 7.5}

***

{"formula": "C4H7NO2", "method": "ωB97M-V with the def2-TZVPD basis set", "species": ["C", "C", "C", "C", "O", "N", "O", "H", "H", "H", "H", "H", "H", "H"], "coordinates": [[1.51303, -0.34634, -0.90920], [-1.50639, 0.02737, -0.65728], [-0.48170, -0.26627, 0.39990], [-0.00612, 0.58110, 1.70082], [-0.89105, -0.55388, 1.70860], [0.73604, -0.86722, 0.17380], [1.28894, 0.49942, 1.72194], [-0.49105, 1.39618, 2.24503], [2.56767, -0.50851, -0.69571], [1.25437, -0.96397, -1.78313], [1.32543, 0.70377, -1.15011], [-2.31085, 0.61758, -0.22251], [-1.07025, 0.58368, -1.48672], [-1.92805, -0.90291, -1.04544]], "atomic_forces_ev_per_a": [[-0.162, -0.245, -0.238], [0.145, 0.489, 0.217], [0.582, -2.271, -0.856], [3.142, 0.756, 2.727], [0.392, 0.306, -1.008], [-1.690, -0.827, -1.372], [-2.541, 1.444, 0.940], [-0.128, 0.184, -0.533], [-0.017, 0.071, 0.010], [0.139, 0.141, -0.041], [0.043, 0.013, 0.049], [-0.024, -0.010, -0.040], [0.012, -0.043, 0.021], [0.107, -0.008, 0.127]], "mulliken_charge": [-0.83, -1.03, 0.81, 0.01, -0.41, -0.31, -0.52, 0.40, 0.27, 0.35, 0.31, 0.36, 0.31, 0.28], "multiplicity": 1, "relative_energy_ev": 5.905, "fmax_ev_per_a": 4.23, "homo_energy_ev": [-8.89, -8.89], "lumo_energy_ev": [-1.5223, -0.4884], "gap_ev": [7.4, 8.4]}

***

{"formula": "C2H4IN", "method": "ωB97M-V with the def2-TZVPD basis set", "species": ["C", "C", "N", "I", "H", "H", "H", "H"], "coordinates": [[-0.00467, 0.45127, 0.10596], [0.62992, -0.79318, 0.01722], [0.26745, 1.60194, 0.02813], [-2.79155, -0.07589, 0.00588], [0.25403, -1.53225, 0.73810], [1.68488, -0.73915, 0.13219], [0.26830, -1.43548, -0.91697], [-0.30835, 2.52275, -0.11052]], "atomic_forces_ev_per_a": [[-2.513, -1.008, -0.164], [-0.495, -4.051, -1.155], [0.892, 5.280, -0.775], [-0.886, -0.032, -0.040], [0.026, 0.541, 0.465], [1.242, -0.166, -0.325], [1.032, 1.910, 1.337], [0.702, -2.474, 0.657]], "mulliken_charge": [0.10, -0.94, -0.40, 0.03, 0.33, 0.33, 0.28, 0.26], "multiplicity": 3, "relative_energy_ev": 0.630, "s_squared": 2.0056, "fmax_ev_per_a": 5.41, "homo_energy_ev": [-6.41, -9.65], "lumo_energy_ev": [0.9650, -2.9755], "gap_ev": [7.4, 6.7]}

***

{"formula": "C3H11O4", "method": "ωB97M-V with the def2-TZVPD basis set", "species": ["C", "O", "C", "C", "O", "H", "H", "H", "H", "H", "H", "H", "H", "H", "O", "H", "H", "O"], "coordinates": [[-0.23385, -0.23350, 0.81224], [0.54663, 0.94584, 0.98788], [-0.99448, -0.15670, -0.51401], [-2.21890, 0.74804, -0.43591], [-3.13455, -0.14968, 0.67217], [0.40326, -1.11237, 0.91665], [-0.89426, -0.14843, 1.68486], [-1.32644, -1.14237, -0.86156], [-0.34280, 0.22086, -1.31355], [-1.82200, 1.76797, -0.41790], [-2.85231, 0.58535, -1.30258], [-2.64051, 0.79304, 0.79860], [1.42809, 0.83260, 0.45913], [3.55460, 0.78899, 0.24462], [2.77818, 0.78570, -0.31792], [2.73086, -0.65560, -0.34842], [2.30241, -2.14988, -0.89924], [2.71606, -1.71985, -0.16505]], "atomic_forces_ev_per_a": [[0.513, 1.601, 0.671], [0.401, -0.268, -0.586], [-0.160, -0.422, -0.519], [0.946, -3.811, -3.119], [1.554, 3.988, -0.875], [-0.145, -0.198, -0.300], [-0.339, -0.787, -0.400], [-0.053, 0.035, 0.260], [0.248, 0.047, 0.310], [-0.858, 0.397, 1.329], [0.056, 0.509, -0.020], [-1.914, -1.316, 3.054], [-0.121, 0.437, 0.321], [0.089, 0.237, 0.169], [-0.165, -0.261, -0.274], [-0.119, -0.517, 0.121], [-0.315, -0.195, -0.661], [0.381, 0.526, 0.518]], "mulliken_charge": [-0.65, -0.61, -0.25, -0.73, -0.52, 0.30, 0.32, 0.33, 0.37, 0.35, 0.32, 0.30, 0.44, 0.22, -1.07, 0.43, 0.24, -0.77], "multiplicity": 1, "total_charge": -1, "relative_energy_ev": 3.928, "fmax_ev_per_a": 5.01, "homo_energy_ev": -4.57, "lumo_energy_ev": 3.6154, "gap_ev": 8.2}